Below is a 15-piece molecular cluster, C43H114Cl2O42S14 overall at a distorted geometry, with properties calculated with wB97M-V/def2-TZVPD.

XYZ file:
```
215
Properties=species:S:1:pos:R:3
C 1.08 6.41 0.97
Cl 2.77 5.99 0.66
Cl 0.50 5.37 2.29
H 1.07 7.46 1.26
H 0.59 6.22 0.01
O -4.28 1.87 1.89
S -3.99 2.91 0.90
O -3.78 2.62 -0.52
O -5.01 4.24 1.07
C -6.39 4.01 1.11
C -6.88 5.10 0.17
C -2.45 3.80 1.49
H -6.77 4.16 2.12
H -6.65 3.00 0.78
H -6.59 4.84 -0.85
H -6.61 6.14 0.35
H -7.97 5.00 0.14
H -2.45 3.82 2.58
H -2.49 4.80 1.06
H -1.55 3.38 1.04
O -2.34 7.19 -3.74
S -3.04 5.87 -3.59
O -3.94 5.39 -4.64
O -1.89 4.68 -3.35
C -2.27 3.30 -3.37
C -1.27 2.40 -2.65
C -3.94 5.84 -1.96
H -2.54 3.01 -4.39
H -3.17 3.09 -2.80
H -1.45 1.33 -2.70
H -0.96 2.68 -1.64
H -0.32 2.72 -3.07
H -3.46 5.01 -1.43
H -5.02 5.88 -2.13
H -3.63 6.77 -1.51
O 5.83 -4.09 -6.04
S 6.07 -4.60 -4.68
O 7.23 -4.15 -3.89
O 4.72 -4.37 -3.74
C 3.39 -4.66 -4.31
C 2.45 -5.25 -3.20
C 6.18 -6.44 -4.82
H 3.46 -5.28 -5.20
H 3.01 -3.70 -4.67
H 2.46 -4.54 -2.37
H 2.86 -6.19 -2.83
H 1.45 -5.53 -3.52
H 6.02 -6.77 -3.79
H 7.25 -6.52 -5.01
H 5.48 -6.89 -5.52
O 2.39 2.49 -3.31
S 3.48 3.46 -3.12
O 4.67 3.37 -3.99
O 2.84 5.06 -3.32
C 1.54 5.29 -2.86
C 1.13 6.73 -2.89
C 4.04 3.53 -1.34
H 1.52 4.97 -1.82
H 0.82 4.67 -3.40
H 1.14 7.09 -3.92
H 1.83 7.33 -2.30
H 0.13 6.98 -2.56
H 3.11 3.66 -0.79
H 4.78 4.30 -1.17
H 4.46 2.54 -1.14
O 0.54 -2.55 -4.21
S 0.94 -1.36 -4.99
O 1.25 -1.35 -6.45
O -0.08 -0.09 -4.66
C -0.77 0.63 -5.74
C -2.14 0.05 -6.09
C 2.39 -0.71 -4.08
H -0.14 0.89 -6.60
H -0.83 1.66 -5.38
H -1.92 -0.96 -6.43
H -2.75 0.53 -6.86
H -2.78 -0.07 -5.21
H 2.09 -0.38 -3.08
H 2.77 0.21 -4.53
H 3.16 -1.47 -4.01
O 6.55 2.38 0.41
S 5.90 2.28 1.71
O 4.50 2.64 1.84
O 6.12 0.69 2.21
C 5.03 -0.01 2.85
C 4.93 0.47 4.37
C 7.01 3.05 3.01
H 5.22 -1.09 2.87
H 4.04 0.08 2.41
H 4.39 -0.28 4.94
H 4.36 1.38 4.59
H 5.85 0.62 4.94
H 8.01 2.66 2.79
H 6.58 2.83 3.99
H 6.95 4.11 2.77
O 8.79 -0.95 -0.58
S 8.40 -1.59 0.68
O 8.75 -1.04 1.97
O 6.73 -1.88 0.69
C 6.04 -2.21 -0.51
C 4.79 -1.37 -0.68
C 8.93 -3.37 0.62
H 5.79 -3.27 -0.48
H 6.70 -2.17 -1.38
H 4.49 -1.40 -1.72
H 5.04 -0.34 -0.39
H 4.00 -1.79 -0.07
H 10.02 -3.33 0.62
H 8.51 -3.84 -0.28
H 8.45 -3.83 1.49
O 0.66 1.83 5.31
S -0.80 1.72 5.28
O -1.65 2.96 5.06
O -1.12 0.62 4.08
C -2.42 0.67 3.54
C -3.01 -0.73 3.75
C -1.47 0.68 6.73
H -2.30 0.82 2.47
H -3.12 1.39 3.97
H -2.54 -1.42 3.05
H -4.09 -0.79 3.57
H -2.82 -1.10 4.76
H -1.22 1.08 7.71
H -1.08 -0.33 6.61
H -2.54 0.75 6.54
O -1.82 -3.57 0.66
S -0.55 -4.01 1.27
O 0.52 -4.43 0.42
O 0.00 -2.88 2.34
C 1.04 -3.31 3.21
C 1.87 -2.02 3.67
C -1.01 -5.41 2.31
H 1.76 -4.03 2.81
H 0.64 -3.77 4.12
H 2.62 -1.67 2.96
H 2.34 -2.32 4.61
H 1.28 -1.13 3.90
H -1.64 -6.05 1.69
H -1.57 -5.02 3.17
H -0.05 -5.82 2.60
O 2.03 0.72 -0.34
S 1.04 1.57 0.30
O 0.87 2.97 -0.06
O -0.43 0.88 0.09
C -0.59 -0.53 0.17
C -0.84 -0.99 -1.24
C 1.30 1.45 2.12
H -1.41 -0.78 0.85
H 0.30 -1.01 0.57
H -0.99 -2.07 -1.24
H -0.06 -0.79 -1.98
H -1.79 -0.57 -1.60
H 2.21 2.04 2.16
H 1.51 0.41 2.34
H 0.42 1.86 2.61
O 1.60 3.73 7.57
S 1.46 5.20 7.44
O 1.64 6.16 8.56
O 2.53 5.65 6.24
C 2.80 4.76 5.22
C 3.56 5.47 4.06
C -0.04 5.70 6.41
H 1.90 4.34 4.76
H 3.44 3.98 5.63
H 4.47 5.92 4.45
H 2.93 6.23 3.59
H 3.89 4.75 3.31
H -0.92 5.39 6.97
H -0.04 5.14 5.47
H -0.05 6.76 6.17
O -2.84 -6.89 -2.97
S -2.08 -5.84 -3.61
O -1.15 -6.18 -4.68
O -3.16 -4.70 -4.20
C -2.72 -3.78 -5.18
C -4.03 -3.09 -5.67
C -1.25 -4.88 -2.28
H -2.27 -4.36 -5.99
H -2.03 -3.01 -4.84
H -3.89 -2.59 -6.63
H -4.34 -2.42 -4.87
H -4.82 -3.83 -5.79
H -0.68 -5.47 -1.56
H -2.04 -4.31 -1.78
H -0.53 -4.23 -2.76
O -3.77 -3.69 3.83
S -4.87 -4.39 3.16
O -5.82 -3.67 2.31
O -4.19 -5.63 2.30
C -4.94 -6.09 1.19
C -4.35 -5.52 -0.09
C -5.77 -5.47 4.41
H -6.00 -5.86 1.30
H -4.83 -7.17 1.28
H -5.07 -5.70 -0.89
H -3.43 -5.98 -0.42
H -4.23 -4.43 -0.04
H -5.00 -6.19 4.70
H -6.62 -6.00 4.00
H -6.17 -4.91 5.26
O -6.55 0.71 -0.34
S -6.28 -0.57 0.41
O -6.84 -0.78 1.77
O -6.79 -1.85 -0.55
C -6.55 -1.73 -1.97
C -6.08 -3.06 -2.48
C -4.42 -0.97 0.44
H -5.88 -0.93 -2.27
H -7.51 -1.46 -2.40
H -6.49 -3.84 -1.84
H -5.01 -3.23 -2.33
H -6.42 -3.34 -3.47
H -3.88 -0.36 1.17
H -4.07 -0.65 -0.55
H -4.24 -2.01 0.71
```

DFT total energy (a.u.): -11361.46686
LUMO (eV): -0.323

Atomic partial charges in e from the Löwdin method, atoms 1 to 6:
1 C -0.92
2 Cl 0.60
3 Cl 0.59
4 H 0.04
5 H 0.02
6 O -0.31